The following is a quantum chemistry calculation of C8H10 in the gas phase at a distorted geometry, from the Open Molecules 2025 dataset.

Geometry as XYZ:
```
18
Properties=species:S:1:pos:R:3:forces:R:3
C -1.5803 2.1497 -0.7047 -1.668 -0.170 -1.076
C -0.5733 1.8997 0.3919 1.589 0.918 -0.526
C -0.0505 0.4860 0.2211 -1.245 1.056 0.381
C -0.1647 -0.4036 1.2718 1.915 0.119 -1.803
C 0.4633 -1.6002 1.1679 -0.554 -2.984 -0.294
C 1.0415 -2.1021 -0.0126 -1.027 2.539 -0.428
C 1.0352 -1.2227 -1.1348 -1.706 -0.421 3.811
C 0.3725 0.0032 -0.9933 2.701 0.375 -1.889
H -1.1641 1.9368 -1.7333 -0.216 -0.197 1.293
H -2.0046 3.1699 -0.8910 0.282 -0.694 0.999
H -2.3857 1.4031 -0.4855 0.142 0.836 -0.756
H 0.2099 2.6720 0.2473 0.235 -0.665 0.028
H -0.8137 2.0527 1.4524 -0.859 -0.079 -0.446
H -0.6015 -0.2360 2.1798 -1.245 1.155 2.083
H 0.2242 -2.2989 1.9820 0.677 0.097 -0.242
H 1.2653 -3.1294 -0.0705 0.819 -0.915 -0.124
H 1.4694 -1.4762 -2.0261 0.868 -0.711 -2.149
H 0.5385 0.6461 -1.8996 -0.706 -0.260 1.139
```
Forces are in eV/Å.

## Properties
**Frontier orbital gap**: 10.03 eV
**LUMO energy**: 1.10 eV
**Highest occupied orbital energy**: -8.930 eV
**Electronic energy**: -310.7972 hartree
**Energy above the lowest of the compared OMol25 structures with the same formula, charge and spin**: 1.047 eV
**Max |F|**: 4.196 eV Å⁻¹
**2S+1**: 1